Record 1
{"formula": "C4H14NO2", "method": "wB97M-V/def2-TZVPD", "e_homo_ev": -13.68, "lumo_energy_ev": -3.35, "e_above_lowest_ev": 1.295, "charge": 1, "orbital_gap_ev": 10.33, "symbols": ["H", "H", "H", "H", "O", "H", "H", "C", "H", "H", "H", "C", "N", "C", "H", "C", "H", "H", "H", "O", "H"], "xyz": [[-0.71740, -1.43210, 1.18965], [-0.67859, 0.69524, 2.12323], [2.23326, -1.27927, -2.96473], [1.41948, 0.66828, -3.01515], [0.17955, 0.73384, 4.06432], [-0.69049, -0.14311, -2.80872], [-1.81826, -1.13090, -0.93149], [-0.75542, -0.88846, -0.85529], [-0.21035, 1.47564, 0.84293], [-0.58987, 1.25494, -1.63587], [-0.29964, 1.44632, 4.51190], [1.16719, 0.14148, -2.09899], [-0.82315, 0.69981, 1.10009], [-0.36827, 0.20594, -1.84535], [0.76086, -0.57450, 0.72616], [-0.31141, -0.63938, 0.58098], [-0.22025, -1.80642, -1.10441], [1.74716, 0.59649, -1.28159], [0.25424, 0.14459, 4.82679], [1.49285, -1.21979, -2.36353], [-1.77150, 1.05135, 0.93908]], "nbo_charge": [0.235, 0.468, 0.492, 0.189, -0.966, 0.245, 0.227, -0.442, 0.433, 0.201, 0.483, -0.059, -0.700, -0.443, 0.230, -0.207, 0.274, 0.144, 0.496, -0.742, 0.441]}


Record 2
{"formula": "C5H8N2", "method": "wB97M-V/def2-TZVPD", "e_homo_ev": -8.94, "lumo_energy_ev": 1.04, "e_above_lowest_ev": 0.690, "smiles": "Cc1ccn(C)n1", "orbital_gap_ev": 9.98, "symbols": ["H", "C", "H", "N", "H", "C", "C", "C", "H", "H", "H", "C", "N", "H", "H"], "xyz": [[-2.53486, -0.36847, -1.82696], [0.07898, 0.31586, -1.45198], [2.24446, 0.17519, -1.11911], [-0.40247, -0.19161, 0.68628], [2.68970, 0.25874, 1.67199], [1.69371, -0.12280, 1.86808], [0.91252, -0.11896, 0.58559], [1.26031, 0.13530, -0.74833], [-2.83038, 0.83709, -0.62147], [-0.17772, 0.58285, -2.45764], [1.78113, -1.11420, 2.32904], [-2.29729, -0.09195, -0.79914], [-0.88577, 0.03296, -0.54819], [-2.69435, -0.85770, -0.14649], [1.16203, 0.52770, 2.57832]], "nbo_charge": [0.207, -0.045, 0.219, -0.281, 0.214, -0.634, 0.130, -0.343, 0.201, 0.218, 0.222, -0.404, -0.162, 0.227, 0.231]}


Record 3
{"formula": "C3H7N5", "method": "wB97M-V/def2-TZVPD", "e_homo_ev": -8.87, "lumo_energy_ev": 0.64, "e_above_lowest_ev": 2.427, "smiles": "[H]/N=c1\\nc(C)n(N)[nH]1", "orbital_gap_ev": 9.51, "symbols": ["C", "H", "N", "N", "N", "N", "H", "C", "N", "H", "H", "H", "H", "H", "C"], "xyz": [[0.26962, 1.28595, -1.31765], [0.01352, 2.06148, 0.45061], [0.39816, 2.02670, -2.31961], [-0.58723, 0.25295, 0.60375], [0.82497, 0.03227, -1.06855], [-0.56205, 1.49371, -0.09217], [1.00124, -2.65576, -0.09801], [0.30454, -0.53703, -0.05198], [-1.68491, -0.37257, 1.25287], [-2.54213, -0.08466, 0.79623], [0.44765, -2.02906, 1.52228], [1.95399, -1.44047, 0.73741], [-1.71384, 0.16007, 2.08573], [0.99292, 1.56249, -3.04078], [0.88357, -1.75605, 0.53986]], "nbo_charge": [0.529, 0.368, -0.674, -0.160, -0.570, -0.484, 0.250, 0.459, -0.603, 0.355, 0.237, 0.251, 0.351, 0.367, -0.674]}


Record 4
{"formula": "C35H63AsFN3OsS2Si", "method": "wB97M-V/def2-TZVPD", "e_homo_ev": [-12.70, -12.70], "lumo_energy_ev": [-7.46, -7.46], "e_above_lowest_ev": 1.709, "charge": 2, "orbital_gap_ev": [5.24, 5.24], "symbols": ["H", "C", "H", "H", "H", "H", "Os", "H", "H", "H", "As", "C", "C", "C", "C", "C", "H", "C", "H", "C", "N", "N", "H", "H", "C", "H", "C", "C", "H", "H", "H", "H", "C", "C", "C", "H", "H", "C", "N", "C", "H", "H", "H", "C", "H", "H", "C", "H", "C", "H", "C", "H", "H", "H", "H", "H", "C", "Si", "H", "H", "C", "C", "C", "H", "H", "H", "F", "H", "H", "C", "H", "H", "C", "H", "H", "H", "H", "H", "S", "H", "C", "H", "H", "H", "H", "H", "C", "C", "C", "H", "C", "H", "C", "C", "C", "H", "H", "C", "H", "H", "H", "H", "H", "H", "H", "S", "H"], "xyz": [[0.17568, 6.87475, 2.11148], [2.91596, 2.70548, -1.45161], [-3.88541, 1.26580, 1.75945], [3.98328, 0.46031, -4.09370], [-1.76872, 6.14185, 0.57421], [-1.38021, 3.86303, 2.36928], [0.21965, 0.44489, -0.16134], [-3.17216, 0.06059, -3.13070], [4.95777, 0.80099, 3.75700], [-1.66852, 5.68860, -1.60523], [0.26612, -3.43260, -1.01246], [2.39833, 1.58441, -2.35447], [1.60433, -0.27214, 2.35399], [4.26922, -3.80080, 0.15254], [-2.67858, 1.01255, -2.94531], [4.21330, -1.41856, -0.69129], [-1.43106, -2.10745, 0.76828], [5.04274, -1.72708, -1.76519], [-4.94418, 2.44170, -2.20361], [-0.65283, 5.89890, -1.94076], [-1.07323, 4.46196, 1.61545], [0.39574, 4.41065, -0.23102], [5.93090, -1.09504, 1.51898], [-4.10673, -1.39562, -1.92377], [-3.26676, -1.13915, 0.05944], [-2.98511, 1.69813, -3.74222], [0.35372, 5.76212, -0.81157], [-3.40627, -1.90341, -1.26059], [-2.66132, 5.70137, 2.00285], [-3.82741, -2.89716, -1.07109], [4.62132, 0.74141, 1.30775], [-0.01537, -3.74100, 1.44482], [4.02533, -0.06964, -3.15051], [-2.47519, 3.02244, -1.51408], [-1.31133, -4.51040, -1.19590], [2.67907, 1.87529, -3.37237], [-2.21864, 1.20620, 2.32666], [-0.19770, 3.87760, 0.81938], [2.31591, 0.02200, 0.07606], [2.61392, 0.01982, 1.43746], [1.43696, -2.76434, 1.09875], [1.36320, 5.95172, -1.17795], [4.28932, -4.41166, 1.05634], [4.00919, 0.47335, 3.35393], [-0.62322, 6.91431, -2.33464], [-2.46772, -2.01573, -1.80078], [0.86029, -3.63736, 0.80762], [-1.38730, 3.03344, -1.61957], [-4.69551, -1.02752, 0.62518], [2.40727, -3.62650, -2.30418], [5.77905, -2.11358, 1.17100], [1.47951, -4.52812, 0.88163], [5.89242, -2.78241, 2.02462], [2.56509, 3.67713, -1.81120], [-0.85432, 6.49916, 3.49161], [-0.42319, 5.21408, -2.75818], [3.25684, -0.36367, -0.86808], [-2.35473, 0.56569, -0.11120], [-0.98651, -5.54838, -1.11367], [0.58901, 0.73024, -3.20073], [-1.65409, 5.81302, 1.60311], [2.98722, 0.09904, 4.21852], [3.83187, 0.43576, 1.98164], [-2.43689, -1.45375, 2.05534], [-2.93002, -2.93461, 1.24591], [-4.91148, 2.01884, -0.49188], [0.34580, -0.57879, 1.80718], [0.17907, 6.48666, -0.02330], [0.47682, 2.46723, -2.82575], [1.74527, -0.27506, 3.71269], [3.64813, -2.10120, 1.28040], [1.01806, -4.23656, -3.22672], [1.50210, -4.22659, -2.25091], [-1.60497, 0.84224, -3.05217], [-2.78608, 2.55516, 1.34069], [2.63126, 2.55323, -0.40771], [3.14106, 0.12266, 5.28795], [-5.39295, -0.60138, -0.09317], [0.25414, 2.24973, 1.34522], [0.91319, -0.53607, 4.35223], [-2.46590, -1.95469, 1.08367], [1.72954, -5.24719, -1.94539], [5.77538, -2.51359, -1.64570], [5.61609, -1.35929, -3.79470], [3.34746, -4.00909, -0.38336], [-4.76273, -0.45243, 1.54586], [-4.57378, 1.70591, -1.48266], [4.40054, -2.32035, 0.52686], [-2.85419, 1.47542, 1.48231], [1.03311, 3.77403, -0.68226], [4.95548, -1.08497, -2.98341], [-2.89024, 3.62332, -2.33020], [-3.04514, 1.60269, -1.57786], [-0.86022, 6.79945, 2.44424], [3.18502, 0.30782, -2.12222], [6.57625, -2.34344, 0.46326], [-1.31416, 7.78765, 2.37937], [0.88397, 1.50748, -2.50002], [-5.05428, 0.75689, -1.71794], [-1.75371, -4.33916, -2.17404], [4.00465, 2.73903, -1.48849], [0.12417, 1.36090, -1.63706], [-5.05499, -2.03467, 0.86064], [-2.02842, -4.27738, -0.41646], [-2.72588, 3.52873, -0.57834], [0.10597, -1.38507, -1.69140], [5.09429, -4.12953, -0.47909]], "lowdin_charge": [0.074, -0.041, 0.026, 0.124, 0.099, 0.119, 0.839, 0.069, 0.123, 0.062, 0.862, -0.343, -0.268, -0.056, -0.082, -0.094, -0.006, -0.028, 0.095, -0.062, 0.035, 0.052, 0.066, 0.072, -0.622, 0.097, -0.188, -0.117, 0.133, 0.089, 0.131, 0.049, -0.017, -0.122, -0.217, 0.140, 0.014, -0.647, -0.055, -0.301, 0.014, 0.128, 0.097, -0.040, 0.094, 0.009, -0.208, 0.035, -0.084, 0.025, -0.038, 0.050, 0.095, 0.082, 0.086, 0.079, -0.189, 0.618, 0.060, 0.062, -0.198, -0.037, -0.012, 0.087, 0.091, 0.086, -0.124, 0.096, 0.103, 0.012, 0.105, 0.054, -0.239, 0.039, -0.002, 0.052, 0.121, 0.073, 0.761, 0.137, -0.131, 0.060, 0.117, 0.121, 0.031, 0.068, -0.076, -0.362, -0.223, 0.059, -0.024, 0.096, -0.636, -0.059, -0.151, 0.088, 0.092, -0.110, 0.070, 0.056, 0.106, -0.063, 0.094, 0.023, 0.069, 0.315, 0.088]}


Record 5
{"formula": "C5H13N2O", "method": "wB97M-V/def2-TZVPD", "e_homo_ev": -13.42, "lumo_energy_ev": -3.53, "e_above_lowest_ev": 3.453, "smiles": "CCNC(=O)C[NH2+]C", "charge": 1, "orbital_gap_ev": 9.90, "symbols": ["H", "O", "C", "H", "H", "H", "N", "H", "H", "N", "H", "H", "H", "H", "C", "H", "H", "C", "H", "C", "C"], "xyz": [[-0.97487, 3.34822, 0.83811], [0.64150, -0.38884, 1.68247], [-0.51277, 2.41343, 0.28023], [1.61205, 2.94641, 0.63285], [-1.16243, -2.94285, 0.06882], [-0.34629, -0.25706, -1.09976], [-0.68991, 1.35618, 1.23370], [-1.20859, 2.17853, -0.55394], [-1.87202, -0.69211, -0.30094], [-0.30345, -2.28741, 0.00803], [0.01580, -3.64905, -1.40699], [1.57314, -3.13742, -0.81318], [-0.33407, 1.84861, 2.04274], [1.15142, 3.37847, -0.87739], [0.90639, 2.51946, -0.18927], [0.26136, -2.31380, 0.89232], [0.73359, -2.10571, -1.83438], [0.55301, -2.79559, -1.04500], [0.93377, 1.40910, -0.43215], [-0.73355, -0.85482, -0.17873], [-0.24407, 0.02627, 1.05248]], "nbo_charge": [0.223, -0.555, -0.224, 0.236, 0.465, 0.271, -0.651, 0.187, 0.273, -0.528, 0.230, 0.260, 0.409, 0.261, -0.648, 0.479, 0.239, -0.441, 0.188, -0.365, 0.692]}


Number 1: largest force on an atom 0.049 Eh/bohr. Number 2: largest force on an atom 0.032 Eh/bohr. Number 3: largest force on an atom 0.055 Eh/bohr. Number 4: largest force on an atom 0.035 Eh/bohr. Number 5: largest force on an atom 0.094 Eh/bohr.